Molecular formula: C2H4F6LiNO6S2
Method: DFT, wB97M-V/def2-TZVPD

The geometry in ORCA input format:
```
! wB97M-V def2-TZVPD RIJCOSX def2/J DEFGRID3
* xyz 1 2
F 2.70962 1.13574 -0.66710
F -2.94584 0.16535 0.21938
O 0.93726 -1.72449 -2.57410
H -0.26705 1.01782 3.70552
H 0.71349 -0.04289 3.25239
F -1.94203 -0.75136 1.91326
F -3.43114 -1.88148 0.70861
S 0.95715 -0.51994 -1.78767
C 2.80687 -0.07820 -1.14666
O -0.33048 2.58569 0.16484
S -1.07467 -1.54353 -0.59629
H -1.08182 2.60182 -0.42799
Li 0.24305 0.88734 0.99876
N -0.00229 -0.49138 -0.31438
O 0.23454 0.72639 2.94413
O -1.81209 -1.37891 -1.87175
O 0.57280 0.71637 -2.49520
H 0.03462 3.46904 0.11365
F 3.25159 -0.97669 -0.30294
C -2.43328 -0.99159 0.70502
O -0.72439 -2.87748 -0.28288
F 3.58407 -0.04765 -2.25858
*
```

Output
HOMO-LUMO gap (spin up / spin down) in Ha: 0.43253 / 0.23179
E_LUMO (spin up / spin down) in eV: -3.79 / -9.16
<S²>: 0.764
HOMO energy (spin up / spin down) in eV: -15.56 / -15.46

Atom charges from the Löwdin analysis, given in e for atoms 1 to 2: number 1, F, carries 0.174; number 2, F, carries 0.123



Molecular formula: C5H6O
Method: DFT, wB97M-V/def2-TZVPD

The geometry in ORCA input format:
```
! wB97M-V def2-TZVPD RIJCOSX def2/J DEFGRID3
* xyz 0 1
C -0.01867 0.06971 -1.20336
C -1.04003 -0.13229 -0.58121
H -1.60038 -1.13117 1.15755
H -2.97165 -0.39201 0.27577
C 1.18905 0.52329 -0.47646
H 2.03546 0.50994 1.57808
H 1.40058 1.58266 -0.59895
C 1.52321 -0.08458 0.82170
H -1.81232 0.63092 1.15460
O 2.27997 -0.34729 -0.35894
C -1.92848 -0.27885 0.55151
H 0.93991 -0.92266 1.21357
*
```

Output
HOMO-LUMO gap in Ha: 0.37118
Structure (SMILES): CC#C[C@H]1CO1
E_LUMO in eV: 0.71
HOMO energy in eV: -9.39

Atom charges from the Löwdin analysis, given in e for atoms 1 to 2: number 1, C, carries 0.027; number 2, C, carries -0.076



Molecular formula: C12H20CaN2O2
Method: DFT, wB97M-V/def2-TZVPD

The geometry in ORCA input format:
```
! wB97M-V def2-TZVPD RIJCOSX def2/J DEFGRID3
* xyz 0 1
H 1.48047 -0.48433 5.26396
C -1.44379 -0.55563 -3.03018
C 0.96059 1.10824 -3.21422
C -2.06874 0.70975 -2.35651
Ca 1.51212 -1.60912 0.86452
O 2.45915 0.64351 1.73592
N 1.21453 0.30554 1.98298
C -0.15288 -1.10346 3.19287
C 1.73243 -0.09906 -2.65656
H -0.92278 -1.23830 5.19744
H -1.56080 -2.44570 4.05012
O -1.59178 -2.31391 1.70157
H 2.82862 -0.18909 4.14269
H -2.25828 -1.69975 1.27921
C -0.66589 -1.87820 4.33596
H -2.31512 -1.22419 -3.21301
C -1.09412 1.71604 -1.80973
H -2.76515 1.17148 -3.08454
N -0.40164 -1.46459 1.88008
H 1.77152 1.15930 4.66352
C 1.79058 0.09448 4.38869
H 0.09335 -2.61449 4.65842
C 0.92132 -1.37968 -2.33809
H 0.38075 0.82917 -4.10181
C -0.52438 -1.34399 -2.23949
H -0.96448 -2.14556 -1.63807
H 1.72980 1.80276 -3.59091
H -1.55150 2.43322 -1.10822
C 0.90054 -0.16606 3.26462
H 1.19557 -2.08107 -3.14959
H 2.29957 0.22179 -1.76904
H -1.04320 -0.28366 -4.01694
H 1.34082 -1.84594 -1.39338
H -2.68992 0.36215 -1.51905
H 0.75991 2.69330 -1.72690
C 0.17348 1.88900 -2.19492
H 2.49842 -0.36775 -3.40131
*
```

Output
HOMO-LUMO gap (spin up / spin down) in Ha: 0.20180 / 0.14976
E_LUMO (spin up / spin down) in eV: -0.96 / -0.86
HOMO energy (spin up / spin down) in eV: -6.45 / -4.93

Atom charges from the Löwdin analysis, given in e for atoms 1 to 2: number 1, H, carries 0.067; number 2, C, carries -0.228



Here are the calculated E numbers, same order: -54084.6041 -7325.1991 -38274.9181 (eV).
Here are the calculated energy above the lowest of the compared OMol25 structures with the same formula, charge and spin numbers, same order: 0.0 394.2 186.6 (kJ/mol).